(1)
Entry from OMol25: a structure of composition C39H40F6OP2Ru (the ωB97M-V functional and the def2-TZVPD basis).

Geometry (Å):
Ru: -0.137 -0.093 2.899
C: -1.850 -0.361 4.274
C: -2.359 -0.374 2.968
C: -2.936 0.814 2.253
C: -1.943 1.836 1.647
C: -0.574 1.827 2.272
C: -0.427 1.889 3.686
C: -1.636 2.129 4.578
C: -2.272 0.828 5.084
C: 1.857 -0.164 2.801
H: -1.566 -1.284 4.794
H: -2.634 -1.359 2.608
H: -3.671 1.325 2.886
H: -3.557 0.416 1.441
H: -1.838 1.627 0.574
H: -2.392 2.835 1.738
H: 0.256 2.174 1.659
H: 0.547 2.089 4.154
H: -2.383 2.761 4.081
H: -1.290 2.716 5.441
H: -1.976 0.674 6.115
H: -3.375 0.883 5.070
H: 2.132 -1.131 3.268
H: 2.276 0.649 3.413
H: 2.218 -0.111 1.762
P: -0.245 -1.671 -3.244
P: 1.418 0.506 -3.489
C: -1.108 -0.194 -3.845
C: -0.254 0.823 -4.125
C: -0.748 -2.885 -4.515
C: -1.858 -2.695 -5.341
C: -2.151 -3.620 -6.343
C: -1.358 -4.758 -6.501
C: -0.241 -4.949 -5.678
C: 0.069 -4.015 -4.691
C: -1.320 -2.115 -1.856
C: -0.971 -1.335 -0.741
C: -1.636 -1.557 0.445
C: -2.735 -2.427 0.506
C: -3.050 -3.220 -0.601
C: -2.318 -3.099 -1.785
C: 2.314 0.889 -5.119
C: 2.171 0.021 -6.224
C: 2.646 0.399 -7.485
C: 3.284 1.632 -7.659
C: 3.496 2.459 -6.555
C: 3.024 2.082 -5.294
C: 1.695 2.029 -2.516
C: 2.926 2.163 -1.837
C: 3.249 3.382 -1.242
C: 2.339 4.449 -1.286
C: 1.075 4.268 -1.854
C: 0.743 3.052 -2.447
H: -2.197 -0.190 -3.927
H: -0.478 1.750 -4.662
H: -2.478 -1.814 -5.218
H: -2.998 -3.442 -7.004
H: -1.603 -5.491 -7.269
H: 0.396 -5.825 -5.813
H: 0.945 -4.144 -4.055
H: -0.184 -0.570 -0.795
H: -1.186 -1.020 1.313
H: -3.354 -2.501 1.400
H: -3.860 -3.940 -0.516
H: -2.527 -3.750 -2.635
H: 1.660 -0.938 -6.106
H: 2.507 -0.264 -8.339
H: 3.615 1.943 -8.649
H: 4.015 3.408 -6.672
H: 3.181 2.748 -4.448
H: 3.628 1.325 -1.810
H: 4.219 3.506 -0.755
H: 2.608 5.417 -0.862
H: 0.338 5.070 -1.853
H: -0.242 2.914 -2.886
C: -0.282 -1.267 7.315
C: 0.838 -0.387 6.710
O: 0.715 -0.103 5.438
C: 0.854 0.973 7.609
F: 0.984 0.737 8.949
F: 1.833 1.835 7.253
F: -0.329 1.640 7.459
C: 2.223 -1.150 7.013
F: 2.371 -1.407 8.353
F: 2.203 -2.349 6.378
F: 3.323 -0.494 6.588
H: -1.237 -0.721 7.327
H: -0.016 -1.552 8.339
H: -0.404 -2.159 6.687

## Properties
E_LUMO (alpha / beta) in eV: -5.94 / -8.26
Spin multiplicity: 5
⟨S²⟩: 6.030
Charge: +2

---

(2)
Entry from OMol25: a structure of composition C30H29Cl3NO2P2STl (the ωB97M-V functional and the def2-TZVPD basis).

Geometry (Å):
Tl: -0.811 1.832 3.089
C: -1.431 2.296 -4.076
S: 0.044 2.177 -3.022
C: 0.540 0.460 -3.387
C: -0.104 -0.590 -2.489
C: 0.616 -0.825 -1.152
N: 0.172 0.023 -0.050
P: -1.204 -0.381 0.936
C: -2.683 0.031 -0.038
C: -2.751 1.108 -0.913
C: -3.957 1.418 -1.516
C: -5.094 0.681 -1.232
C: -5.040 -0.356 -0.316
C: -3.841 -0.669 0.290
C: -1.330 -2.219 0.830
C: -1.117 -2.959 1.987
C: -1.360 -4.323 1.999
C: -1.795 -4.958 0.850
C: -1.963 -4.236 -0.321
C: -1.742 -2.871 -0.330
P: 1.264 0.598 1.184
C: 1.838 -0.925 2.046
C: 2.433 -2.018 1.426
C: 2.841 -3.102 2.182
C: 2.669 -3.106 3.556
C: 2.069 -2.025 4.178
C: 1.656 -0.944 3.424
C: 2.774 1.074 0.287
C: 2.631 1.924 -0.805
C: 3.745 2.422 -1.452
C: 5.012 2.102 -0.992
C: 5.160 1.286 0.118
C: 4.047 0.772 0.762
H: -1.919 3.228 -3.808
H: -2.090 1.454 -3.878
H: -1.132 2.320 -5.122
H: 1.625 0.424 -3.304
H: 0.274 0.280 -4.427
H: -0.088 -1.545 -3.027
H: -1.145 -0.320 -2.308
H: 1.687 -0.651 -1.295
H: 0.474 -1.880 -0.887
H: -1.865 1.698 -1.104
H: -4.017 2.250 -2.200
H: -6.029 0.923 -1.715
H: -5.928 -0.918 -0.069
H: -3.792 -1.468 1.020
H: -0.775 -2.458 2.882
H: -1.229 -4.885 2.911
H: -2.016 -6.016 0.866
H: -2.290 -4.734 -1.223
H: -1.911 -2.306 -1.235
H: 2.588 -2.022 0.357
H: 3.304 -3.947 1.695
H: 3.003 -3.950 4.141
H: 1.921 -2.024 5.246
H: 1.197 -0.087 3.904
H: 1.636 2.182 -1.135
H: 3.622 3.073 -2.305
H: 5.884 2.493 -1.495
H: 6.149 1.054 0.488
H: 4.170 0.136 1.629
Cl: 0.954 4.018 2.206
C: -0.148 5.108 1.323
Cl: 0.655 5.602 -0.166
Cl: -0.424 6.525 2.342
C: -1.596 4.397 0.950
O: -2.357 5.135 0.386
O: -1.681 3.213 1.303

## Properties
E_LUMO in eV: 0.10
Charge: 0

---

(3)
Entry from OMol25: the ion C5H9BN with charge +1 (the ωB97M-V functional and the def2-TZVPD basis).

Geometry (Å):
B: -0.738 0.812 0.391
C: -1.520 -0.637 1.254
C: -0.359 -0.748 0.754
C: 0.764 0.534 -0.548
C: -1.592 2.137 0.843
C: 1.013 -2.011 -0.990
N: 0.843 -0.874 -0.030
H: 0.556 0.457 -1.597
H: 1.583 1.137 -0.204
H: -2.567 1.745 0.943
H: -1.451 3.004 0.285
H: -1.294 2.333 1.781
H: 0.139 -2.646 -1.071
H: 1.204 -1.656 -1.977
H: 1.835 -2.687 -0.619
H: 1.585 -0.900 0.785

## Properties
E_LUMO in eV: -4.01
Charge: +1